Below is a molecular structure, C7H7I2NO2S in a non-equilibrium geometry, with properties calculated with the ωB97M-V functional and the def2-TZVPD basis.

Last column: Mulliken charge in e.
CARTESIAN COORDINATES (ANGSTROEM)
I 2.02 -2.51 -1.63  0.00
I -1.61 -2.27 -1.86  0.50
S -2.79 -2.18 0.41  0.83
O -4.00 -1.42 0.21  -0.53
O -2.94 -3.52 0.88  -0.61
N -1.80 -1.37 1.46  -0.25
C 1.18 0.48 0.42  -0.37
C -1.54 0.37 -0.19  -0.24
C -1.01 -0.46 0.83  0.80
C 0.35 -0.44 1.11  -0.79
C 0.67 1.32 -0.56  -0.67
C 0.25 -1.84 -2.68  -0.50
C -0.63 1.27 -0.85  -0.46
H -1.28 -1.87 2.12  0.30
H -2.63 0.66 -0.23  0.33
H 2.30 0.50 0.57  0.32
H 0.75 -1.13 1.84  0.31
H -1.04 1.97 -1.61  0.31
H 1.38 1.77 -1.14  0.50
H 0.63 -0.71 -2.71  0.22

Max |F|, eV/Å: 4.5
E, eV: -39989.051
Gap between HOMO and LUMO (spin up / spin down), eV: 6.683 / 6.585
Energy above the lowest of the compared OMol25 structures with the same formula, charge and spin, kcal per mole: 0.9



Below is 2 unconnected molecules or ions with the total composition C5H14 in a non-equilibrium geometry, with properties calculated with the ωB97M-V functional and the def2-TZVPD basis.

Last column: Mulliken charge in e.
CARTESIAN COORDINATES (ANGSTROEM)
C 0.76 0.24 1.29  0.07
C 0.19 1.64 0.85  -1.22
C 1.93 0.31 2.30  -1.04
C -1.58 -1.77 -1.98  -0.84
C -1.17 -0.40 -2.38  -0.62
H -1.35 -2.11 -0.88  0.21
H -0.21 1.79 -0.24  0.21
H -0.11 -0.20 -2.28  0.28
H -2.67 -1.90 -2.13  0.28
H 1.05 -0.20 0.34  0.15
H -1.77 0.29 -1.61  0.13
H -1.13 -2.57 -2.56  0.29
H -1.66 0.09 -3.33  0.29
H -0.52 2.10 1.57  0.30
H 1.77 -0.61 3.04  0.24
H -0.02 -0.46 1.71  0.24
H 1.83 1.18 2.91  0.32
H 3.05 0.12 2.07  0.28
H 0.92 2.36 0.85  0.45

SMILES: CCC.CC
Max |F|, eV/Å: 4.6
E, eV: -5410.445
Gap between HOMO and LUMO, eV: 12.075
Energy above the lowest of the compared OMol25 structures with the same formula, charge and spin, kcal per mole: 37.0



Below is a molecular structure, C40H36BrCl2INSSbW in a non-equilibrium geometry, with properties calculated with the ωB97M-V functional and the def2-TZVPD basis.

Last column: Löwdin spin population.
CARTESIAN COORDINATES (ANGSTROEM)
W 0.20 1.43 -1.06  1.50
I -0.68 1.07 1.78  0.11
Sb -0.52 -2.19 -0.97  0.02
Br -1.55 1.47 5.03  0.00
Cl 2.70 -2.21 -1.00  0.00
Cl 2.67 2.95 0.11  0.02
S -0.04 -0.54 -2.62  0.06
N 1.61 0.51 -0.47  -0.05
C -0.04 -4.08 -1.84  0.00
C 0.21 -5.46 -3.76  0.00
C -5.31 -1.27 -1.62  0.00
C -1.46 -2.49 1.92  0.00
C -0.03 2.74 -3.01  0.03
C 0.26 -5.14 -1.00  0.00
C 3.62 -0.85 -0.46  -0.01
C 0.53 -6.53 -2.94  0.00
C -4.69 -2.26 -2.37  0.00
C 0.55 -6.37 -1.56  0.00
C 2.55 1.01 5.47  0.00
C -4.59 -0.57 -0.67  0.00
C 4.99 -0.88 -0.25  0.00
C -0.29 -2.28 1.21  0.00
C 0.95 -2.19 3.24  0.00
C -1.14 4.61 1.44  0.00
C -2.23 2.16 -2.21  0.06
C 0.29 1.24 4.69  0.01
C -0.92 3.83 -0.97  0.03
C -1.29 2.11 -3.25  0.06
C 5.00 1.48 0.29  0.00
C 5.66 0.27 0.14  -0.01
C -0.22 -2.35 3.97  0.00
C 0.13 3.63 -1.91  0.03
C -2.04 2.97 -1.08  0.06
C 0.74 1.06 3.39  0.03
C 1.21 1.23 5.73  0.00
C 0.92 -2.15 1.86  0.00
C 2.91 0.36 -0.28  0.00
C -0.08 -4.22 -3.22  0.00
C 2.98 0.81 4.17  0.00
C 3.64 1.52 0.06  -0.01
C -0.94 5.01 -0.02  0.00
C -3.25 -0.85 -0.47  0.00
C 2.08 0.84 3.12  0.00
C -1.42 -2.51 3.30  0.00
C -3.35 -2.56 -2.16  0.00
C -1.59 1.46 -4.55  0.01
C -2.64 -1.86 -1.20  0.00
C 0.29 5.91 -0.13  0.00
H -2.33 -2.65 3.86  0.00
H 0.20 -5.60 -4.84  0.00
H -0.31 -3.38 -3.85  0.00
H 0.39 6.32 -1.13  0.00
H -1.31 5.50 2.04  0.00
H 5.52 -1.80 -0.41  0.00
H -0.69 1.07 -5.02  0.00
H 0.86 1.38 6.74  0.00
H -3.18 1.66 -2.34  0.00
H 0.20 6.74 0.56  0.00
H -1.82 5.60 -0.33  0.00
H -6.36 -1.05 -1.78  0.00
H 1.19 5.36 0.12  0.00
H -2.02 2.20 -5.22  0.00
H 4.02 0.62 3.97  0.00
H -2.86 3.09 -0.38  0.00
H -2.31 0.65 -4.43  0.00
H 0.97 4.32 -1.94  0.00
H -5.07 0.20 -0.08  0.00
H 0.79 -7.20 -0.92  0.00
H 3.25 1.00 6.29  0.00
H 2.41 0.68 2.11  0.00
H -0.24 4.13 1.82  0.00
H -1.99 3.95 1.59  0.00
H 0.77 -7.49 -3.37  0.00
H -2.69 -0.29 0.27  0.00
H 0.27 -5.00 0.07  0.00
H -5.25 -2.81 -3.11  0.00
H -0.19 -2.36 5.04  0.00
H -2.41 -2.62 1.41  0.00
H 1.84 -2.00 1.31  0.00
H -2.87 -3.34 -2.74  0.00
H 5.53 2.37 0.58  0.00
H 6.72 0.22 0.30  0.00
H 1.90 -2.10 3.75  0.00
H 0.69 2.78 -3.83  0.00

Total charge: +2
Max |F|, eV/Å: 3.3
E, eV: -165925.081
Spin multiplicity: 3
Gap between HOMO and LUMO (spin up / spin down), eV: 6.701 / 6.411
⟨S²⟩: 2.03
Energy above the lowest of the compared OMol25 structures with the same formula, charge and spin, kcal per mole: 45.7



Below is 12 unconnected molecules or ions with the total composition C18H62N22O12 in a non-equilibrium geometry, with properties calculated with the ωB97M-V functional and the def2-TZVPD basis.

Last column: Mulliken charge in e.
CARTESIAN COORDINATES (ANGSTROEM)
O 1.10 -5.24 -3.86  -0.68
O -1.73 -2.86 7.25  -0.67
O -6.66 6.68 -2.03  -0.66
O 6.20 -8.99 2.42  -0.37
O 2.86 3.44 -6.55  -0.69
O -4.97 -7.83 0.04  -0.63
O 3.18 3.23 6.05  -0.70
O -6.36 -1.77 -6.32  -0.63
O 1.29 -0.14 0.83  -0.27
O 2.96 6.94 1.19  -0.63
O -5.04 2.29 6.65  -0.64
O 0.06 10.00 -2.71  -0.67
N -5.82 -3.69 -7.33  -0.38
N 1.18 3.78 -5.21  -0.39
N -1.90 9.55 -1.77  -0.37
N 3.09 4.18 -4.47  -0.41
N -0.89 -1.66 5.64  -0.36
N -4.17 -7.92 -2.08  -0.40
N -4.69 4.54 6.80  -0.42
N 1.65 2.89 7.67  -0.39
N 6.25 -8.02 -1.28  -0.76
N 1.12 4.13 5.96  -0.36
N -7.94 5.64 -0.52  -0.38
N 0.36 -3.10 6.60  -0.33
N -8.05 7.76 -0.70  -0.43
N -0.99 2.47 -0.46  -0.72
N -4.75 3.59 4.90  -0.37
N -1.35 8.73 -3.71  -0.37
N 4.22 7.52 -0.60  -0.38
N -3.28 -6.64 -0.66  -0.40
N 4.89 6.06 0.76  -0.40
N -5.92 -3.57 -5.22  -0.37
N 1.53 -4.54 -5.92  -0.39
N 0.86 -3.17 -4.40  -0.36
C 2.55 -0.60 0.43  -0.75
C 1.19 -4.37 -4.68  0.68
C -0.63 1.28 0.25  0.70
C 5.74 -8.84 1.02  -0.79
C 7.17 -9.97 2.57  -0.79
C -0.79 -2.62 6.51  0.62
C 6.80 -8.35 0.04  0.48
C 0.84 0.98 0.04  -0.87
C -1.03 9.50 -2.76  0.66
C -6.08 -2.93 -6.30  0.66
C -4.88 3.39 6.16  0.66
C -7.49 6.68 -1.13  0.66
C 7.53 -7.05 0.50  -1.28
C -4.25 -7.48 -0.84  0.65
C -1.68 0.27 -0.14  -1.36
C 2.02 3.39 6.54  0.66
C 3.96 6.89 0.55  0.66
C 2.41 3.83 -5.50  0.69
H 2.86 -1.42 1.08  0.24
H -2.70 8.93 -1.85  0.15
H -0.61 1.46 1.32  0.18
H 5.14 7.37 -0.98  0.13
H -7.68 8.58 -1.16  0.24
H -5.68 -3.31 -8.25  0.20
H 7.89 -6.39 -0.28  0.42
H 2.51 -0.99 -0.59  0.28
H -4.35 4.49 4.69  0.16
H -2.26 8.29 -3.75  0.17
H 0.88 4.19 -4.34  0.17
H -8.99 7.68 -0.33  0.20
H 0.66 -2.99 -3.43  0.20
H 0.48 -3.99 7.06  0.24
H 6.91 -6.41 1.13  0.28
H 7.18 -10.50 3.52  0.30
H -5.81 -4.58 -5.26  0.15
H 8.38 -7.37 1.11  0.26
H -7.60 4.73 -0.76  0.22
H -2.54 -6.55 -1.33  0.16
H -1.76 10.05 -0.91  0.21
H 8.16 -9.50 2.62  0.27
H 5.35 -7.56 -1.22  0.27
H -2.69 0.63 0.05  0.38
H 7.58 -9.11 0.01  0.34
H 4.04 3.92 -4.69  0.22
H -1.67 -1.01 5.65  0.23
H -6.01 -3.05 -4.36  0.20
H -3.32 -7.70 -2.58  0.17
H -0.69 8.71 -4.47  0.23
H 5.38 -9.77 0.58  0.41
H -1.91 2.79 -0.21  0.25
H 0.21 4.33 6.35  0.16
H -4.77 -8.70 -2.30  0.22
H 5.91 -8.92 -1.62  0.26
H 4.77 5.56 1.63  0.24
H 7.20 -10.86 1.95  0.33
H 2.33 2.26 8.06  0.23
H 0.00 -1.44 5.22  0.13
H 5.78 6.16 0.29  0.17
H -3.16 -6.38 0.31  0.22
H 0.97 -2.41 -5.06  0.16
H 1.36 4.57 5.08  0.22
H 1.54 -5.51 -6.22  0.23
H -0.40 3.23 -0.17  0.25
H -5.69 -4.69 -7.27  0.15
H 1.12 0.80 -1.00  0.39
H 3.60 8.17 -1.07  0.21
H -1.63 0.01 -1.20  0.32
H -1.69 -0.65 0.45  0.33
H -4.51 5.43 6.35  0.17
H 0.61 3.35 -5.93  0.21
H 1.43 1.89 0.14  0.33
H 0.73 2.92 8.09  0.18
H -8.63 5.79 0.20  0.17
H 3.32 0.16 0.49  0.32
H 2.77 4.44 -3.55  0.19
H 1.57 -3.78 -6.58  0.17
H -4.77 2.80 4.26  0.22
H 1.06 -2.72 5.98  0.15
H 4.90 -8.14 1.05  0.39
H -4.76 4.44 7.80  0.22

SMILES: COC[C@H](C)N.COC[C@H](C)N.NC(N)=O.NC(N)=O.NC(N)=O.NC(N)=O.NC(N)=O.NC(N)=O.NC(N)=O.NC(N)=O.NC(N)=O.NC(N)=O
Max |F|, eV/Å: 7.8
E, eV: -77024.756
Gap between HOMO and LUMO, eV: 9.154
Energy above the lowest of the compared OMol25 structures with the same formula, charge and spin, kcal per mole: 231.5



Below is a molecular structure, C31H71Br3 in a non-equilibrium geometry, with properties calculated with the ωB97M-V functional and the def2-TZVPD basis.

Last column: Mulliken charge in e.
CARTESIAN COORDINATES (ANGSTROEM)
Br -8.77 -12.70 10.40  -0.01
Br -10.42 -13.14 7.77  0.00
Br -7.20 -12.90 7.39  -0.03
C -21.69 -36.95 5.64  -1.23
C -17.26 -37.30 -2.34  -0.41
C -10.89 -19.97 -0.88  -0.39
C -21.02 -35.57 5.71  -0.33
C -16.77 -14.02 -5.19  -0.31
C -8.75 -13.38 8.57  -0.26
C -19.87 -17.28 -4.26  -1.24
C -16.69 -18.25 2.68  -1.21
C -19.29 -22.57 1.36  -0.34
C -12.16 -20.82 -3.61  -1.10
C -18.26 -36.18 -2.35  -0.61
C -17.06 -19.77 3.02  -0.47
C -18.58 -21.81 2.51  -0.67
C -22.01 -34.54 6.13  -0.59
C -19.22 -15.94 -4.36  -0.27
C -17.69 -38.44 -1.47  -1.35
C -18.69 -33.65 -2.25  -0.56
C -9.71 -19.93 0.08  -0.58
C -12.54 -21.43 -2.26  -0.58
C -11.44 -21.37 -1.13  -0.47
C -18.73 -15.66 -5.79  -0.79
C -21.81 -30.56 6.98  -1.23
C -20.54 -23.31 1.78  -1.29
C -18.08 -14.25 -5.98  -0.60
C -21.49 -33.11 6.18  -0.67
C -18.15 -32.20 -2.28  -1.27
C -22.41 -32.00 6.83  -0.46
C -17.59 -34.81 -2.48  -0.62
C -10.12 -20.00 1.55  -1.18
C -18.11 -20.37 2.11  -0.74
C -16.05 -12.67 -5.57  -1.33
H -12.95 -20.67 -4.35  0.37
H -17.13 -34.78 -3.47  0.28
H -17.57 -17.60 2.60  0.33
H -17.69 -20.20 1.12  0.36
H -18.59 -23.24 0.87  0.33
H -16.09 -17.86 3.50  0.35
H -18.81 -36.08 -1.41  0.31
H -16.12 -20.30 2.84  0.30
H -19.04 -36.34 -3.10  0.36
H -13.39 -20.84 -1.93  0.28
H -16.33 -36.84 -2.01  0.35
H -22.92 -34.59 5.53  0.35
H -20.05 -17.29 -3.18  0.34
H -18.98 -19.72 1.98  0.45
H -21.30 -32.75 5.17  0.31
H -20.56 -35.43 4.73  0.31
H -20.97 -23.84 0.93  0.36
H -17.04 -13.89 -4.14  0.26
H -19.07 -33.65 -1.23  0.27
H -11.80 -19.80 -3.51  0.27
H -10.76 -20.86 1.78  0.31
H -17.98 -16.44 -5.93  0.29
H -20.28 -24.03 2.55  0.33
H -11.69 -19.32 -0.52  0.30
H -10.54 -19.50 -1.79  0.26
H -20.87 -30.58 7.53  0.32
H -22.51 -29.89 7.46  0.36
H -13.05 -22.39 -2.36  0.39
H -17.22 -32.08 -1.71  0.30
H -19.31 -18.15 -4.60  0.36
H -21.02 -37.81 5.70  0.34
H -19.62 -33.67 -2.82  0.40
H -8.78 -14.47 8.59  0.29
H -17.03 -39.30 -1.40  0.39
H -20.23 -35.77 6.43  0.29
H -17.59 -22.27 2.58  0.24
H -20.85 -17.37 -4.73  0.31
H -20.02 -15.22 -4.15  0.26
H -8.99 -20.71 -0.15  0.33
H -18.52 -39.04 -1.84  0.34
H -15.98 -14.77 -5.31  0.30
H -9.28 -20.18 2.21  0.34
H -16.90 -34.76 -1.64  0.41
H -19.01 -22.02 3.48  0.42
H -19.39 -15.88 -6.63  0.40
H -16.84 -37.61 -3.30  0.37
H -15.11 -12.57 -5.02  0.37
H -17.99 -38.20 -0.45  0.33
H -17.88 -14.21 -7.05  0.35
H -23.38 -31.96 6.32  0.34
H -10.59 -19.07 1.85  0.30
H -17.36 -19.94 4.06  0.36
H -16.18 -18.16 1.72  0.31
H -21.25 -22.56 2.10  0.33
H -11.80 -21.75 -0.17  0.31
H -19.62 -21.77 0.70  0.26
H -21.59 -30.09 6.02  0.31
H -22.71 -32.31 7.84  0.34
H -18.72 -13.40 -5.74  0.29
H -10.65 -22.00 -1.52  0.24
H -18.07 -31.69 -3.24  0.33
H -9.20 -18.98 -0.12  0.32
H -22.42 -37.17 6.42  0.34
H -18.35 -15.74 -3.72  0.32
H -11.36 -21.47 -3.98  0.26
H -16.62 -11.79 -5.27  0.34
H -15.95 -12.67 -6.65  0.34
H -22.21 -34.78 7.17  0.26
H -18.87 -31.52 -1.82  0.37
H -22.22 -36.83 4.70  0.29
H -20.57 -32.92 6.74  0.33

Max |F|, eV/Å: 2.9
E, eV: -243422.954
Gap between HOMO and LUMO, eV: 10.083
Energy above the lowest of the compared OMol25 structures with the same formula, charge and spin, kcal per mole: 41.1



Below is a molecular structure, C3H5NO2 in a non-equilibrium geometry, with properties calculated with the ωB97M-V functional and the def2-TZVPD basis.

Last column: Mulliken charge in e.
CARTESIAN COORDINATES (ANGSTROEM)
O 2.29 -0.54 -0.50  -0.37
O -1.59 0.26 -0.62  -0.30
N 1.54 0.49 0.05  -0.51
C 0.31 0.22 0.04  0.35
C -0.70 -0.79 -0.40  -0.23
C -0.94 0.98 0.40  -0.16
H -1.27 0.09 1.44  0.12
H -0.65 -1.55 -1.20  0.33
H -1.08 2.07 0.31  0.31
H -1.11 -1.07 0.96  0.10
H 3.19 -0.18 -0.47  0.38

Max |F|, eV/Å: 3.4
E, eV: -8770.899
Gap between HOMO and LUMO, eV: 10.721
Energy above the lowest of the compared OMol25 structures with the same formula, charge and spin, kcal per mole: 156.7



Below is a molecular structure, C17H19BN6O3Pb in a non-equilibrium geometry, with properties calculated with the ωB97M-V functional and the def2-TZVPD basis.

Last column: Mulliken charge in e.
CARTESIAN COORDINATES (ANGSTROEM)
Pb 0.53 -0.01 1.77  1.00
O -0.74 -1.64 0.09  -0.83
O -2.38 -0.09 0.10  -0.56
O -1.32 -3.99 -0.63  -0.68
N 1.15 2.51 -1.26  -0.15
N 1.97 -0.34 -0.59  0.28
N 2.80 2.25 0.63  -0.20
N 1.90 1.60 1.58  0.07
N 0.08 1.95 -0.59  0.21
N 2.73 0.58 -1.28  -0.15
C -1.03 2.52 -1.10  -0.22
C 3.76 2.88 1.33  0.00
C 3.57 -0.06 -2.13  -0.15
C -2.61 -3.69 -0.47  0.42
C -4.35 -2.15 0.20  -0.32
C 2.35 1.97 2.81  0.10
C 3.53 2.73 2.71  -1.16
C -1.98 -1.26 0.03  0.86
C -3.00 -2.37 -0.11  -0.03
C 0.72 3.42 -2.17  -0.17
C -1.00 1.34 2.44  -0.98
C 2.31 -1.55 -1.05  -0.32
C -0.68 3.46 -2.12  -1.07
C -5.27 -3.20 0.14  -0.68
C 3.34 -1.44 -2.02  -1.02
C -4.87 -4.47 -0.27  -0.25
C -3.56 -4.72 -0.61  -0.73
B 2.62 2.11 -0.90  0.27
H -0.49 2.20 2.96  0.25
H 1.84 -2.47 -0.72  0.36
H -0.82 -3.12 -0.37  0.42
H 4.25 0.51 -2.76  0.42
H -1.97 1.52 1.94  0.35
H 4.58 3.37 0.81  0.44
H -2.04 2.25 -0.78  0.40
H -0.99 0.54 3.21  0.43
H -1.36 4.05 -2.74  0.37
H 1.77 1.72 3.70  0.43
H -3.20 -5.68 -0.95  0.41
H 4.13 3.10 3.56  0.35
H -4.63 -1.14 0.48  0.40
H 3.41 2.76 -1.46  -0.14
H 1.44 3.93 -2.81  0.41
H -5.58 -5.28 -0.34  0.37
H -6.31 -3.00 0.42  0.37
H 3.84 -2.24 -2.57  0.37
H 1.51 -1.37 1.90  0.05

Max |F|, eV/Å: 5.5
E, eV: -38942.042
Gap between HOMO and LUMO, eV: 6.695
Energy above the lowest of the compared OMol25 structures with the same formula, charge and spin, kcal per mole: 0.0



Below is a molecular structure, C3H4Cl2INO in a non-equilibrium geometry, with properties calculated with the ωB97M-V functional and the def2-TZVPD basis.

Last column: Mulliken charge in e.
CARTESIAN COORDINATES (ANGSTROEM)
I -1.56 3.98 1.45  0.15
Cl -2.39 3.61 -1.66  -0.14
Cl -3.99 2.22 0.13  -0.12
O -0.43 1.08 0.58  -0.30
N -1.71 0.77 -1.41  -0.48
C -2.35 2.71 -0.09  0.09
C -1.32 1.32 -0.39  0.44
C 0.24 -0.21 0.53  -0.72
H -0.43 -1.00 0.05  0.28
H 1.14 -0.31 -0.12  0.29
H 0.61 -0.48 1.49  0.27
H -1.41 -0.11 -1.86  0.25

Max |F|, eV/Å: 3.2
E, eV: -39856.872
Gap between HOMO and LUMO, eV: 9.628
Energy above the lowest of the compared OMol25 structures with the same formula, charge and spin, kcal per mole: 18.1